Here is a molecular structure, C42H50BrN5Ti at a distorted geometry from the Open Molecules 2025 dataset. Energies are from wB97M-V/def2-TZVPD.

## Properties
* orbital gap: 5.3 eV
* 2S+1: 1
* HOMO energy: -6.02 eV

Geometry as XYZ:
```
99
Properties=species:S:1:pos:R:3:mulliken_charge:R:1
Br -2.4708 -1.4489 -2.3758 -0.03
Ti 0.3398 -0.3667 -0.7870 -0.90
N 0.2344 -1.9513 -2.0383 -0.30
N 1.6316 -1.6481 0.2142 -0.59
N 1.9283 0.8318 -0.5415 0.57
N -0.3740 1.1813 -1.6767 0.27
N -1.0374 -0.3191 0.6056 0.97
C -2.0980 -4.3131 2.3081 -1.55
C 2.1698 0.0450 1.7197 -0.78
C -2.7898 0.4271 1.8051 0.98
C 0.3068 -1.6559 2.2593 0.28
C 2.5607 -4.9683 -2.4779 -1.62
C 0.6303 -3.7422 0.8711 0.90
C -0.9310 -0.8504 1.8840 -1.22
C -1.0921 -3.8510 -2.7478 -1.06
C 2.4254 1.7683 -1.3917 -0.08
C -1.8984 2.5658 -2.7014 1.10
C 0.5526 -5.2187 0.5419 -0.17
C -2.1721 0.4816 0.5696 -0.04
C -2.5218 1.3121 -0.5646 -0.63
C 2.6901 0.8287 0.6083 -0.41
C 0.3052 1.9941 -2.5902 -0.24
C 0.1112 -3.1429 1.9703 -0.36
C -1.9929 -0.4137 2.6438 1.36
C -2.2650 -0.6872 4.0940 -1.44
C 1.2457 -2.8437 -0.1020 0.82
C -3.4142 -1.6717 4.3313 -1.03
C -0.7824 -3.8598 2.9497 -1.11
C 1.3035 -2.9183 -1.6548 1.35
C 3.5677 2.3385 -0.8230 0.67
C 1.2584 -4.2394 -2.3684 -0.45
C 4.1711 3.1237 2.5359 -0.97
C 3.7110 1.7621 0.4650 1.04
C -1.6872 1.6398 -1.5780 -0.41
C -0.9456 -2.5646 -2.3845 0.39
C 0.7658 -6.1915 1.7044 -1.69
C -0.0196 5.0648 -3.9988 -0.59
C -3.2020 3.2466 -2.9687 -1.14
C 1.4827 -1.1009 1.5008 -1.53
C -0.7182 2.7368 -3.3374 0.01
C 3.7918 4.8335 -1.1555 -0.86
C -3.9526 1.2708 2.2341 -1.30
C -3.5246 2.6870 2.6309 -1.14
C 0.0969 -4.6683 -2.8628 -0.38
C 4.3780 3.4449 -1.4269 -1.45
C -0.3945 3.6565 -4.4715 -1.32
C -3.4793 4.3984 -1.9969 -0.82
C 4.7203 2.1258 1.5120 -1.06
C 1.6412 2.2096 -2.5302 -0.34
H 4.4582 3.2925 -2.5070 0.39
H -3.5087 1.7579 -0.5475 0.58
H -3.4902 4.0486 -0.9638 0.12
H 1.3139 -5.4256 -0.2024 0.10
H -3.2089 3.6252 -3.9933 0.33
H -3.6410 -1.7647 5.3956 0.41
H -2.7064 5.1645 -2.0735 0.21
H -2.4922 0.2562 4.6009 0.43
H -0.1423 -6.3678 2.2808 0.25
H 5.0589 1.2241 2.0283 0.40
H -2.0634 -4.2280 -3.0264 0.47
H -4.6893 1.3274 1.4273 0.48
H 3.7722 5.0438 -0.0846 0.20
H 3.2890 2.7214 3.0382 0.24
H 2.2596 -2.4467 -1.8891 0.40
H 4.3735 5.6177 -1.6459 0.39
H -4.0101 2.5120 -2.9041 0.41
H 1.0898 -7.1580 1.3163 0.50
H -0.9985 -3.1895 3.7814 0.33
H -1.2478 3.7132 -5.1511 0.48
H 0.2639 5.6983 -4.8415 0.37
H 0.0362 -5.6218 -3.3771 0.41
H 0.4646 -1.5529 3.3367 1.29
H 4.9166 3.3633 3.2971 0.41
H 2.7627 4.8926 -1.5161 0.10
H -1.3594 -1.0684 4.5746 0.41
H -2.6144 -3.4619 1.8617 0.34
H 3.0524 -5.0538 -1.5011 0.35
H 2.4203 -5.9729 -2.8764 0.39
H 0.8173 5.0317 -3.2992 -0.04
H 0.4299 3.2323 -5.0493 0.39
H -0.8590 5.5370 -3.4859 0.21
H -2.8143 2.6583 3.4597 0.30
H -4.4685 0.8007 3.0721 0.30
H -4.3196 -1.3461 3.8193 0.31
H 3.8696 4.0523 2.0491 0.16
H 2.1832 0.4611 2.7233 0.45
H -4.4430 4.8636 -2.2098 0.38
H -3.0285 3.1846 1.7952 0.20
H 3.2582 -4.4335 -3.1300 0.38
H 5.6067 2.5489 1.0340 0.30
H 2.0981 2.8887 -3.2380 0.62
H -0.3926 -5.4340 0.0357 0.35
H -4.3805 3.2939 2.9358 0.42
H -3.1700 -2.6609 3.9462 0.06
H -2.7551 -4.7621 3.0553 0.43
H 5.4024 3.4005 -1.0481 0.41
H -0.2585 -4.7172 3.3756 0.70
H 1.5386 -5.8329 2.3875 0.36
H -1.9302 -5.0525 1.5271 0.41
```


Here is a molecular structure, C8H15N2O2Zr at a distorted geometry from the Open Molecules 2025 dataset. Energies are from wB97M-V/def2-TZVPD.

## Properties
* charge: +1
* orbital gap: 6.6 eV
* 2S+1: 1
* HOMO energy: -10.58 eV
* energy relative to the best compared isomer or geometry (same formula, charge and spin): 155.7 kJ/mol

Geometry as XYZ:
```
28
Properties=species:S:1:pos:R:3:nbo_charge:R:1
Zr 1.0984 1.4226 -1.6087 1.93
O -0.4786 0.7338 -0.1692 -0.77
O 1.6214 0.1210 -0.0187 -0.74
N -0.9458 2.0999 -2.6005 -1.10
N 0.0590 -0.6449 -2.6449 -1.11
C -1.3297 -1.1653 1.6813 -0.18
C -1.7112 -2.1884 2.5541 -0.21
C -0.7177 -3.0051 3.1337 -0.16
C 0.3921 -0.0008 0.4094 0.79
C 0.6340 -2.7976 2.8522 -0.21
C 1.2644 3.2276 -0.6149 -1.07
C 0.0101 -0.9822 1.4203 -0.16
C 1.0254 -1.7739 1.9820 -0.16
H -1.0023 1.9379 -3.6098 0.40
H -1.7150 1.5979 -2.1406 0.42
H 0.2268 2.8728 -0.3022 0.18
H -1.1171 3.0963 -2.4544 0.42
H 1.1328 4.1671 -1.1662 0.26
H 0.6453 -1.4754 -2.5383 0.41
H -0.8234 -0.8611 -2.1777 0.41
H 1.8001 3.4090 0.2961 0.28
H -1.0164 -3.8062 3.8148 0.23
H 1.3974 -3.4300 3.3092 0.23
H 2.4700 2.4721 -1.4818 -0.22
H -0.1420 -0.5750 -3.6426 0.39
H -2.7610 -2.3501 2.7834 0.23
H -2.0726 -0.5166 1.2034 0.24
H 2.0555 -1.5853 1.7305 0.24
```


Here is a gas-phase ion, C4H4ClN2O4S (charge +1) at a distorted geometry from the Open Molecules 2025 dataset. Energies are from wB97M-V/def2-TZVPD.

## Properties
* charge: +1
* orbital gap: 9.4 eV
* 2S+1: 1
* HOMO energy: -14.57 eV

Geometry as XYZ:
```
16
Properties=species:S:1:pos:R:3:nbo_charge:R:1
Cl -3.0120 0.8443 -0.3274 -0.01
S -1.6281 -0.5817 -0.2720 2.00
O -0.0916 2.3876 1.5580 -0.38
O -2.1979 -1.8350 -0.5610 -0.77
O 1.1336 -1.9697 1.6827 -0.47
O -0.6518 -0.1153 -1.4688 -0.65
N 0.7549 1.4314 -0.4219 -0.66
N 1.2316 -0.8999 -0.3240 -0.66
C 0.6563 -1.2075 0.9040 0.64
C 0.1643 1.6498 0.7099 0.89
C -0.5779 -0.3993 1.0980 -0.80
C 0.7017 0.1273 -1.1235 0.38
H -1.0728 -0.4752 2.0535 0.31
H 1.2418 0.2279 -2.0719 0.27
H 2.0836 -1.3821 -0.5770 0.45
H 1.2644 2.1974 -0.8586 0.46
```


Here is 3 unconnected molecules or ions with the total composition C2H8O3 at a distorted geometry from the Open Molecules 2025 dataset. Energies are from wB97M-V/def2-TZVPD.

## Properties
* orbital gap: 9.3 eV
* 2S+1: 1
* HOMO energy: -8.57 eV
* energy relative to the best compared isomer or geometry (same formula, charge and spin): 225.0 kJ/mol

Geometry as XYZ:
```
13
Properties=species:S:1:pos:R:3:nbo_charge:R:1
O -0.7606 -2.2755 0.5983 -0.66
O 1.2880 0.0935 -2.1136 -0.94
O -1.7620 6.8660 1.8235 -0.92
C 1.1761 -3.4905 -0.0587 -0.66
C 0.0690 -2.7290 -0.3459 0.20
H -0.5111 -2.5810 1.5218 0.49
H -2.2181 6.3426 2.5587 0.46
H 2.1517 -3.3702 -0.6800 0.21
H -0.2272 -2.3214 -1.2579 0.18
H 1.4415 -0.8139 -1.8183 0.47
H 1.5980 0.1283 -3.0256 0.47
H 1.1107 -4.5463 0.4424 0.23
H -0.9400 7.0073 2.2219 0.46
```


Here is 2 unconnected molecules or ions with the total composition CHN2O4 at a distorted geometry from the Open Molecules 2025 dataset. Energies are from wB97M-V/def2-TZVPD.

## Properties
* charge: -1
* orbital gap (spin up / spin down): 8.4 / 8.4 eV
* 2S+1: 1
* HOMO energy (spin up / spin down): -4.30 / -4.30 eV
* energy relative to the best compared isomer or geometry (same formula, charge and spin): 565.3 kJ/mol

Geometry as XYZ:
```
8
Properties=species:S:1:pos:R:3:nbo_charge:R:1
O 1.6600 -0.3829 1.9411 -0.49
O -0.8766 -0.2788 -2.1766 -0.46
O -2.1530 0.9896 -0.9733 -0.46
O 1.7445 -1.1018 -0.1545 -0.46
N -1.2187 0.2642 -1.1383 0.44
N 1.1744 -0.4934 0.7841 0.36
C -0.0949 -0.0338 0.7896 -0.10
H -0.2356 1.0370 0.9279 0.17
```


Here is 2 unconnected molecules or ions with the total composition C19H10Cl5NO3 at a distorted geometry from the Open Molecules 2025 dataset. Energies are from wB97M-V/def2-TZVPD.

## Properties
* orbital gap: 4.8 eV
* 2S+1: 1
* HOMO energy: -7.20 eV
* energy relative to the best compared isomer or geometry (same formula, charge and spin): 61.4 kJ/mol

Geometry as XYZ:
```
38
Properties=species:S:1:pos:R:3:nbo_charge:R:1
Cl 4.1326 -2.7892 -0.7661 0.05
Cl 4.6653 1.9826 1.2765 0.10
Cl 3.1686 4.7122 0.8557 0.11
Cl 0.0404 4.7305 0.6971 0.11
Cl -1.5692 2.1666 1.4784 0.10
O 2.8448 -0.2687 1.5592 -0.47
O 0.2021 0.0266 2.4925 -0.47
O 0.5550 0.3021 -1.5043 -0.68
N 0.4985 -1.8827 0.4760 -0.22
C 2.2645 0.8214 1.5424 0.49
C 2.6591 -2.8578 0.0975 -0.03
C -3.0254 1.1558 -3.4431 -0.22
C -0.4797 -0.1331 -0.9376 0.52
C -1.8254 0.2419 -1.5273 -0.17
C -0.4329 -0.8815 0.2735 -0.28
C -4.2257 0.6577 -1.4019 -0.24
C 0.8576 3.2806 1.0869 -0.05
C 0.7601 0.9007 1.8048 0.43
C 2.4997 -3.7151 1.1830 -0.23
C 0.1314 2.1388 1.3991 -0.14
C 1.6476 -1.9924 -0.2829 -0.03
C 2.9663 2.0731 1.3177 -0.17
C -3.0400 0.1922 -0.8237 -0.13
C 1.2703 -3.6903 1.8452 -0.20
C -4.2249 1.1388 -2.7161 -0.20
C 0.2841 -2.8080 1.4777 0.01
C -1.8405 0.7230 -2.8470 -0.17
C 2.2921 3.2655 1.1053 -0.05
H -5.1513 1.4897 -3.1740 0.21
H -3.0054 1.5072 -4.4757 0.21
H -5.1493 0.6379 -0.8197 0.21
H 1.0725 -4.3509 2.6845 0.24
H 1.7808 -1.2755 -1.0772 0.28
H -3.0555 -0.2039 0.1892 0.20
H 3.3246 -4.3523 1.4769 0.24
H -1.3183 -0.9830 0.8925 0.21
H -0.6711 -2.7214 1.9908 0.23
H -0.9037 0.7610 -3.4056 0.24
```